A.
This record from the Open Molecules 2025 dataset describes the molecule C2H4ClIS. The level of theory is ωB97M-V/def2-TZVPD.

- charge = 0
- HOMO-LUMO gap (eV) = 8.830

Element x y z (Å)
S: -1.820 -0.694 0.332
H: -0.300 0.790 1.314
C: -0.240 -0.164 0.907
H: 0.286 -0.897 1.596
Cl: -2.092 0.866 -0.944
H: 0.436 -0.848 -1.248
I: 2.751 -0.023 -0.137
H: 0.321 0.890 -1.207
C: 0.659 0.079 -0.613

Atomic partial charges in e from the Löwdin method, atoms 1 to 4:
1 S 0.432
2 H 0.011
3 C -0.630
4 H 0.077

---

B.
This record from the Open Molecules 2025 dataset describes a 2-piece molecular cluster, C2H4ClIS overall. The level of theory is ωB97M-V/def2-TZVPD.

- charge = 0
- HOMO-LUMO gap (eV) = 8.211

Element x y z (Å)
S: -0.343 -1.075 1.646
I: 0.315 2.959 -0.672
H: 0.015 0.361 -1.339
C: -1.281 -0.454 0.535
H: -2.134 -1.089 0.450
Cl: -0.515 -3.070 2.190
H: 1.695 1.025 -1.825
H: 1.314 0.496 -0.003
C: 0.935 0.845 -0.982

Atomic partial charges in e from the Löwdin method, atoms 1 to 4:
1 S 0.469
2 I 0.545
3 H -0.044
4 C -0.414

---

Order from most stable to least stable according to the calculation: A, B

---

A.
This record from the Open Molecules 2025 dataset describes the molecule HN3O4S. The level of theory is ωB97M-V/def2-TZVPD.

- charge = 0
- HOMO-LUMO gap (alpha / beta) (eV) = 8.958 / 8.958

Element x y z (Å)
N: -1.612 0.100 -2.174
O: -1.229 -0.441 -3.155
O: 0.592 0.604 0.940
N: 0.492 -0.701 1.585
N: -0.066 -0.734 2.617
O: 1.918 -0.287 -0.993
S: 1.098 0.802 -0.596
O: -0.713 0.549 -1.265
H: -0.480 0.107 3.042

Atomic partial charges in e from the Löwdin method, atoms 1 to 4:
1 N -0.123
2 O 0.029
3 O -0.401
4 N -0.039

---

B.
This record from the Open Molecules 2025 dataset describes a 2-piece molecular cluster, HN3O4S overall. The level of theory is ωB97M-V/def2-TZVPD.

- charge = 0
- HOMO-LUMO gap (eV) = 9.728

Element x y z (Å)
O: -0.814 0.255 0.239
N: -3.022 -1.251 -0.758
O: 2.292 -0.989 -0.335
N: 1.393 -1.723 -0.423
N: -4.066 -0.962 -0.802
O: 1.389 -2.845 -0.808
S: -0.420 -1.376 0.417
H: -0.867 0.930 0.976
O: -0.154 -1.578 1.773

Atomic partial charges in e from the Löwdin method, atoms 1 to 4:
1 O -0.345
2 N 0.000
3 O 0.080
4 N -0.520

---

Order from most stable to least stable according to the calculation: B, A

---

A.
This record from the Open Molecules 2025 dataset describes C5H7BrO as an isolated structure. The level of theory is ωB97M-V/def2-TZVPD.

- charge = 0
- HOMO-LUMO gap (eV) = 9.957

Element x y z (Å)
H: -1.640 2.547 1.369
C: 0.694 -2.317 -0.022
C: -1.118 0.657 0.281
O: 0.943 1.167 -1.241
H: -0.047 -2.602 -0.681
H: -0.332 2.660 0.452
H: -0.278 -0.321 -1.703
H: 1.467 1.615 -0.574
C: 0.958 -0.990 0.099
Br: -2.537 -0.553 0.618
C: -1.048 1.920 0.696
H: 1.024 -3.137 0.686
C: 0.257 -0.058 -0.870
H: 1.656 -0.589 0.889

Atomic partial charges in e from the Löwdin method, atoms 1 to 4:
1 H 0.063
2 C 0.004
3 C -0.654
4 O -0.073

---

B.
This record from the Open Molecules 2025 dataset describes the molecule C5H7BrO. The level of theory is ωB97M-V/def2-TZVPD.

- charge = 0
- HOMO-LUMO gap (alpha / beta) (eV) = 7.650 / 7.455

Element x y z (Å)
C: -0.473 -1.410 0.246
C: -0.051 -0.114 0.250
H: -1.012 -3.083 -0.967
H: -1.231 -1.631 -1.878
C: -0.040 0.817 1.356
H: 0.267 -2.137 -1.601
O: 0.365 2.021 1.237
H: -0.949 -1.936 1.017
H: 1.225 3.663 0.657
Br: 1.566 2.277 -1.427
H: 0.163 0.372 -0.666
C: 1.100 2.663 0.405
C: -0.624 -2.073 -1.071
H: -0.306 0.571 2.440

Atomic partial charges in e from the Löwdin method, atoms 1 to 4:
1 C -0.132
2 C -0.112
3 H 0.069
4 H 0.087

---

Order from most stable to least stable according to the calculation: A, B